(1)
A 11-piece molecular cluster, C31H47N9O14S2 overall, computed with ωB97M-V/def2-TZVPD.

Values from the calculation:
LUMO energy = -0.0172 hartree
Multiplicity = 1
Orbital gap = 0.273 hartree
SMILES = C[N+](=O)[O-].C[N+](=O)[O-].C[N+](=O)[O-].O=S1(=O)OCCO1.O=S1(=O)OCCO1.c1cc[nH]c1.c1cc[nH]c1.c1cc[nH]c1.c1cc[nH]c1.c1cc[nH]c1.c1cc[nH]c1
HOMO energy = -7.9 eV

Geometry (Å):
C1 2.750 0.805 -3.204
N1 2.329 2.154 -3.543
O1 1.185 2.225 -4.008
O2 3.031 3.144 -3.219
H1 3.731 0.850 -2.731
H2 2.782 0.202 -4.112
H3 2.085 0.352 -2.469
C2 3.408 1.463 3.381
N2 2.921 0.958 4.681
O3 2.386 -0.145 4.693
O4 3.180 1.594 5.712
H4 2.515 1.192 2.818
H5 4.315 0.899 3.160
H6 3.563 2.542 3.385
C3 -0.815 -1.089 -0.242
N3 0.288 -0.140 0.200
O5 0.854 -0.410 1.268
O6 0.583 0.846 -0.396
H7 -0.740 -1.819 0.564
H8 -0.447 -1.542 -1.162
H9 -1.731 -0.499 -0.280
C4 -5.329 -3.343 3.209
C5 -4.755 -4.062 1.997
O7 -3.918 -3.179 1.409
S1 -3.729 -1.714 2.210
O8 -3.734 -0.563 1.340
O9 -2.598 -1.860 3.119
O10 -5.177 -1.950 3.008
H10 -4.743 -3.680 4.064
H11 -6.359 -3.527 3.514
H12 -5.517 -4.340 1.268
H13 -4.185 -4.943 2.292
C6 1.102 -2.744 3.590
C7 1.937 -3.158 2.412
O11 1.054 -3.899 1.589
S2 -0.082 -4.725 2.504
O12 0.340 -6.080 2.735
O13 -1.403 -4.375 2.053
O14 0.225 -3.817 3.892
H14 0.481 -1.899 3.294
H15 1.794 -2.617 4.423
H16 2.756 -3.703 2.881
H17 2.450 -2.308 1.961
N4 5.079 -2.287 -1.931
C8 4.829 -1.252 -1.057
C9 3.519 -1.398 -0.580
C10 2.917 -2.401 -1.343
C11 3.928 -2.929 -2.119
H18 5.960 -2.460 -2.394
H19 5.640 -0.562 -0.878
H20 3.028 -0.814 0.184
H21 1.892 -2.723 -1.228
H22 3.778 -3.688 -2.873
N5 0.110 -1.476 -5.033
C12 0.983 -1.438 -6.044
C13 1.975 -2.381 -5.767
C14 1.580 -3.009 -4.540
C15 0.473 -2.360 -4.051
H23 -0.699 -0.873 -4.987
H24 0.738 -0.707 -6.801
H25 2.738 -2.649 -6.483
H26 1.980 -3.930 -4.144
H27 -0.135 -2.602 -3.192
N6 1.637 4.741 -0.183
C16 1.530 3.669 0.621
C17 1.005 4.097 1.815
C18 0.762 5.476 1.755
C19 1.157 5.889 0.460
H28 1.836 4.708 -1.173
H29 1.839 2.711 0.229
H30 0.708 3.462 2.637
H31 0.313 6.084 2.527
H32 1.052 6.811 -0.092
N7 -1.870 3.947 0.248
C20 -1.726 2.941 -0.692
C21 -3.003 2.566 -1.001
C22 -3.948 3.269 -0.245
C23 -3.194 4.194 0.438
H33 -1.127 4.387 0.772
H34 -0.705 2.741 -0.981
H35 -3.231 1.742 -1.661
H36 -5.027 3.286 -0.282
H37 -3.540 5.011 1.054
N8 -1.659 1.109 -4.832
C24 -1.990 0.548 -6.032
C25 -2.861 -0.578 -5.789
C26 -2.997 -0.666 -4.437
C27 -2.156 0.303 -3.888
H38 -1.147 1.960 -4.652
H39 -1.616 0.924 -6.973
H40 -3.281 -1.224 -6.546
H41 -3.451 -1.442 -3.840
H42 -1.941 0.561 -2.862
N9 -1.310 1.902 3.459
C28 -1.497 2.854 4.423
C29 -1.081 2.260 5.644
C30 -0.440 1.021 5.313
C31 -0.661 0.820 3.991
H43 -1.683 1.888 2.520
H44 -2.013 3.796 4.311
H45 -1.237 2.788 6.573
H46 -0.074 0.305 6.034
H47 -0.470 -0.016 3.335

***

(2)
C31H47NO3P2SYb as an isolated structure, computed with ωB97M-V/def2-TZVPD.

Values from the calculation:
LUMO energy (alpha / beta) = -0.2041 / -0.2048 hartree
Multiplicity = 2
Orbital gap (alpha / beta) = 0.115 / 0.112 hartree
Total charge = +1
ΔE to the lowest compared entry with this formula, charge and spin = 329.08 kJ/mol
HOMO energy (alpha / beta) = -8.7 / -8.6 eV

Geometry (Å):
Yb1 -1.289 0.764 -1.488
C1 -0.574 -2.348 2.383
C2 0.740 -2.412 1.859
C3 0.811 -1.161 3.785
C4 -0.529 -1.582 3.574
C5 1.588 -1.660 2.711
C6 -1.789 -2.994 1.841
H1 -1.597 -3.414 0.850
H2 -2.602 -2.262 1.762
H3 -2.131 -3.812 2.491
C7 -1.673 -1.295 4.463
H4 -2.597 -1.187 3.880
H5 -1.506 -0.359 5.009
H6 -1.831 -2.096 5.202
C8 1.320 -0.393 4.941
H7 0.636 -0.487 5.797
H8 1.408 0.670 4.668
H9 2.317 -0.755 5.227
C9 3.044 -1.454 2.553
H10 3.566 -1.793 3.463
H11 3.286 -0.389 2.396
H12 3.432 -2.020 1.696
C10 1.210 -3.196 0.692
H13 1.868 -4.019 1.018
H14 1.790 -2.573 -0.004
H15 0.374 -3.638 0.143
C11 -1.698 0.688 -3.741
C12 -1.832 -0.788 -4.034
C13 -1.128 -1.290 -5.320
C14 0.384 -1.218 -5.167
C15 0.850 -0.669 -3.829
C16 1.148 0.660 -3.701
C17 0.537 1.759 -4.514
C18 -0.985 1.557 -4.712
H16 -1.436 -0.692 -6.190
H17 0.762 -0.587 -5.983
H18 -1.419 -2.335 -5.515
H19 -1.193 1.228 -5.741
H20 -2.592 1.158 -3.306
H21 -2.904 -0.998 -4.116
H22 -1.499 2.522 -4.570
H23 0.740 2.726 -4.014
H24 2.138 0.936 -3.343
H25 1.022 1.850 -5.508
H26 0.830 -2.218 -5.323
H27 1.239 -1.445 -3.122
P1 -1.150 -1.821 -2.589
P2 3.388 1.291 0.055
C19 1.090 1.607 -1.491
C20 2.015 2.351 -0.696
H28 0.514 2.268 -2.144
H29 1.009 0.501 -1.384
H30 2.509 3.124 -1.310
H31 1.491 2.849 0.138
C21 4.297 2.684 0.741
H32 4.713 2.333 1.686
H33 3.588 3.487 0.948
H34 5.084 3.013 0.068
C22 4.143 0.831 -1.534
H35 4.382 1.686 -2.158
H36 3.483 0.176 -2.101
H37 5.059 0.273 -1.334
C23 -2.810 -1.796 -1.791
H38 -2.804 -2.329 -0.830
H39 -3.370 -2.465 -2.458
H40 -3.350 -0.826 -1.738
C24 -1.017 -3.604 -2.951
H41 -1.091 -4.105 -1.970
H42 -0.027 -3.837 -3.387
H43 -1.883 -3.970 -3.539
O1 -2.760 0.387 0.811
C25 -2.035 1.120 1.559
N1 -0.778 1.449 1.166
S1 0.012 2.499 2.166
O2 1.162 1.896 2.821
O3 0.235 3.759 1.483
C26 -1.334 2.583 3.267
C27 -1.444 3.497 4.303
C28 -2.650 3.569 5.018
C29 -3.686 2.681 4.683
C30 -3.562 1.779 3.606
C31 -2.380 1.774 2.851
H44 -0.575 4.149 4.447
H45 -2.741 4.328 5.811
H46 -4.602 2.742 5.263
H47 -4.361 1.091 3.351

***

(3)
C31H48As3BF4N4O4V as an isolated structure, computed with ωB97M-V/def2-TZVPD.

Values from the calculation:
LUMO energy (alpha / beta) = -0.0027 / -0.0021 hartree
Multiplicity = 2
Orbital gap (alpha / beta) = 0.229 / 0.210 hartree
HOMO energy (alpha / beta) = -6.3 / -5.8 eV

Geometry (Å):
V1 -1.086 0.492 -1.500
N1 -1.814 3.321 -2.681
C1 -1.592 3.356 -1.325
C2 -1.978 4.516 -0.639
C3 -1.782 4.600 0.716
C4 -1.182 3.530 1.373
C5 -0.840 2.425 0.631
N2 -1.065 2.293 -0.694
C6 -1.219 2.488 -3.651
C7 -1.048 3.003 -4.930
C8 -0.426 2.226 -5.885
C9 -0.007 0.952 -5.534
C10 -0.255 0.503 -4.258
N3 -0.859 1.254 -3.310
H1 -2.141 4.192 -3.052
H2 -2.417 5.342 -1.186
H3 -2.074 5.493 1.256
H4 -0.982 3.549 2.436
H5 -0.351 1.585 1.097
H6 -1.379 4.011 -5.154
H7 -0.261 2.616 -6.882
H8 0.493 0.307 -6.243
H9 0.008 -0.504 -3.976
C11 4.142 0.123 1.644
As1 2.281 0.732 1.520
C12 2.697 2.590 2.010
C13 1.626 0.215 3.311
C14 0.777 -1.065 3.420
C15 0.446 -1.281 4.906
C16 -0.608 -0.923 2.738
As2 -1.101 -1.013 0.793
C17 -3.013 -0.903 1.243
C18 -1.062 -2.953 0.587
C19 1.476 -2.302 2.825
As3 3.151 -3.148 3.489
C20 2.323 -4.390 4.768
C21 3.938 -2.001 4.885
H10 4.605 0.480 2.565
H11 4.684 0.534 0.792
H12 4.209 -0.963 1.592
H13 3.315 2.614 2.909
H14 1.790 3.172 2.181
H15 3.243 3.045 1.183
H16 1.019 1.059 3.658
H17 2.486 0.148 3.980
H18 -0.143 -0.444 5.293
H19 1.353 -1.355 5.508
H20 -0.132 -2.199 5.047
H21 -1.065 0.007 3.091
H22 -1.223 -1.739 3.121
H23 -3.253 -1.567 2.072
H24 -3.584 -1.203 0.365
H25 -3.285 0.118 1.512
H26 -1.452 -3.431 1.484
H27 -0.053 -3.309 0.388
H28 -1.692 -3.202 -0.265
H29 1.671 -2.117 1.765
H30 0.769 -3.139 2.856
H31 1.682 -5.100 4.245
H32 1.734 -3.865 5.522
H33 3.111 -4.951 5.268
H34 4.453 -1.147 4.453
H35 4.682 -2.623 5.387
H36 3.223 -1.658 5.631
O1 2.091 -2.233 -0.944
C22 3.122 -1.616 -1.562
C23 4.333 -2.304 -1.636
C24 5.421 -1.731 -2.268
C25 5.326 -0.462 -2.836
C26 4.134 0.230 -2.741
C27 3.025 -0.322 -2.102
C28 1.796 0.517 -1.955
O2 1.837 1.727 -2.094
O3 0.694 -0.145 -1.641
H37 1.306 -1.672 -1.115
H38 4.386 -3.293 -1.196
H39 6.353 -2.280 -2.324
H40 6.179 -0.021 -3.335
H41 4.031 1.229 -3.149
F1 -1.583 -1.673 -2.134
B1 -2.347 -2.074 -3.341
F2 -1.471 -2.754 -4.183
F3 -2.849 -0.914 -3.971
F4 -3.408 -2.874 -2.898
C29 -6.683 1.496 -1.007
N4 -5.456 0.918 -1.528
C30 -5.573 -0.104 -2.569
C31 -4.275 1.267 -1.039
O4 -3.197 0.800 -1.399
H42 -7.211 0.783 -0.373
H43 -7.335 1.773 -1.834
H44 -6.463 2.389 -0.423
H45 -6.431 -0.739 -2.351
H46 -4.674 -0.711 -2.603
H47 -5.708 0.362 -3.546
H48 -4.334 2.030 -0.252

***

(4)
C31H48BClN3O7OsP2S as an isolated structure, computed with ωB97M-V/def2-TZVPD.

Values from the calculation:
LUMO energy (alpha / beta) = -0.1004 / -0.2003 hartree
Multiplicity = 5
Orbital gap (alpha / beta) = 0.295 / 0.195 hartree
Total charge = +1
ΔE to the lowest compared entry with this formula, charge and spin = 18.70 kJ/mol
HOMO energy (alpha / beta) = -10.8 / -10.8 eV

Geometry (Å):
Os1 0.643 -0.210 -0.271
C1 1.526 -0.470 -4.201
C2 0.378 0.505 -3.924
C3 0.976 1.870 -3.563
C4 -0.487 0.654 -5.175
P1 -0.647 -0.109 -2.454
C5 -1.808 1.307 -2.117
N1 -1.081 2.179 -1.239
B1 -0.070 1.716 -0.351
N2 0.403 2.860 0.347
C6 1.474 2.838 1.304
P2 2.214 1.123 1.217
C7 3.949 1.465 0.562
C8 3.739 1.875 -0.904
C9 4.814 0.201 0.632
C10 4.656 2.590 1.322
C11 2.235 0.465 2.967
C12 3.248 1.163 3.873
C13 2.600 -1.017 2.847
C14 0.825 0.645 3.551
C15 -0.313 3.967 -0.080
C16 -0.229 5.307 0.270
C17 -1.082 6.198 -0.359
C18 -2.009 5.770 -1.312
C19 -2.097 4.438 -1.679
C20 -1.238 3.537 -1.064
C21 -1.805 -1.526 -2.903
C22 -1.060 -2.611 -3.682
C23 -2.983 -0.996 -3.727
C24 -2.341 -2.103 -1.588
H1 2.138 -0.073 -5.013
H2 2.170 -0.588 -3.332
H3 1.178 -1.457 -4.500
H4 1.623 2.188 -4.383
H5 0.216 2.640 -3.432
H6 1.583 1.815 -2.659
H7 0.135 1.072 -5.969
H8 -0.864 -0.303 -5.530
H9 -1.324 1.338 -5.024
H10 -2.122 1.819 -3.027
H11 -2.690 0.911 -1.606
H12 2.219 3.592 1.051
H13 1.119 3.033 2.318
H14 3.333 1.042 -1.477
H15 3.077 2.740 -0.999
H16 4.701 2.146 -1.343
H17 4.318 -0.657 0.188
H18 5.734 0.377 0.071
H19 5.096 -0.039 1.657
H20 4.071 3.506 1.394
H21 4.952 2.285 2.322
H22 5.567 2.835 0.773
H23 4.274 0.908 3.611
H24 3.133 2.249 3.871
H25 3.077 0.814 4.893
H26 3.553 -1.168 2.339
H27 2.674 -1.462 3.841
H28 1.841 -1.577 2.315
H29 0.697 1.634 3.991
H30 0.041 0.499 2.806
H31 0.672 -0.094 4.340
H32 0.484 5.657 1.006
H33 -1.031 7.250 -0.114
H34 -2.670 6.495 -1.769
H35 -2.811 4.108 -2.422
H36 -0.774 -2.275 -4.679
H37 -0.173 -2.956 -3.153
H38 -1.724 -3.469 -3.804
H39 -2.671 -0.478 -4.633
H40 -3.584 -1.855 -4.031
H41 -3.630 -0.339 -3.146
H42 -1.557 -2.577 -1.006
H43 -2.830 -1.336 -0.981
H44 -3.087 -2.867 -1.815
O1 0.084 -3.178 2.963
S1 -0.876 -2.954 1.928
O2 -1.024 -3.926 0.893
N3 -0.650 -1.432 1.245
C25 -1.745 -0.676 1.367
O3 -1.859 0.413 0.778
C26 -2.790 -1.255 2.238
C27 -3.964 -0.662 2.667
C28 -4.792 -1.397 3.505
C29 -4.452 -2.689 3.895
C30 -3.269 -3.281 3.465
C31 -2.457 -2.538 2.637
H45 -4.211 0.345 2.359
H46 -5.715 -0.959 3.862
H47 -5.114 -3.244 4.546
H48 -2.990 -4.282 3.766
O4 2.668 -1.190 -1.222
Cl1 2.247 -2.615 -1.227
O5 2.908 -3.292 -0.186
O6 2.474 -3.162 -2.506
O7 0.813 -2.528 -0.967

***

(5)
C31H49B2N9O3P3TeTi as an isolated structure, computed with ωB97M-V/def2-TZVPD.

Values from the calculation:
LUMO energy (alpha / beta) = -0.0074 / 0.0031 hartree
Multiplicity = 2
Orbital gap (alpha / beta) = 0.244 / 0.254 hartree
ΔE to the lowest compared entry with this formula, charge and spin = 81.72 kJ/mol
HOMO energy (alpha / beta) = -6.8 / -6.8 eV

Geometry (Å):
Ti1 -0.256 -0.258 -0.792
C1 1.834 -1.576 -3.604
C2 2.467 -0.764 -2.520
C3 3.826 -0.512 -2.337
C4 3.895 0.374 -1.280
N1 2.657 0.639 -0.867
N2 1.759 -0.084 -1.607
B1 2.110 1.736 0.110
N3 1.531 0.996 1.347
C5 1.886 1.036 2.629
C6 1.163 0.080 3.312
C7 0.365 -0.541 2.360
C8 -0.531 -1.703 2.614
N4 0.576 0.018 1.149
N5 0.973 2.462 -0.649
C9 0.995 3.709 -1.122
C10 -0.153 3.926 -1.843
C11 -0.874 2.731 -1.786
C12 -2.211 2.507 -2.398
N6 -0.187 1.830 -1.057
N7 3.203 2.739 0.454
C13 4.072 3.324 -0.420
C14 4.559 4.456 0.166
C15 3.907 4.526 1.426
C16 4.012 5.594 2.473
N8 3.084 3.507 1.588
H1 2.555 -2.286 -4.008
H2 1.503 -0.924 -4.415
H3 0.957 -2.114 -3.254
H4 4.645 -0.916 -2.915
H5 4.745 0.828 -0.795
H6 2.607 1.763 2.969
H7 1.217 -0.156 4.365
H8 -1.010 -1.589 3.580
H9 0.040 -2.629 2.645
H10 -1.294 -1.793 1.856
H11 1.823 4.373 -0.914
H12 -0.444 4.834 -2.355
H13 -2.908 3.272 -2.066
H14 -2.634 1.549 -2.156
H15 -2.139 2.563 -3.488
H16 4.273 2.904 -1.400
H17 5.281 5.147 -0.248
H18 5.041 5.934 2.593
H19 3.648 5.219 3.429
H20 3.405 6.458 2.198
C17 -1.539 -3.530 -2.526
P1 -1.691 -2.629 -0.930
C18 -3.499 -2.588 -0.809
C19 -1.200 -3.961 0.240
C20 -2.093 -4.817 0.882
C21 -1.627 -5.792 1.756
C22 -0.269 -5.919 1.996
C23 0.625 -5.054 1.378
C24 0.165 -4.069 0.513
P2 1.252 -2.858 -0.323
C25 2.182 -4.000 -1.432
C26 2.591 -2.538 0.889
H21 -2.122 -4.447 -2.477
H22 -0.498 -3.785 -2.746
H23 -1.915 -2.894 -3.326
H24 -3.921 -3.583 -0.964
H25 -3.866 -1.922 -1.588
H26 -3.833 -2.184 0.144
H27 -3.161 -4.722 0.710
H28 -2.329 -6.451 2.258
H29 0.095 -6.688 2.670
H30 1.684 -5.142 1.597
H31 2.545 -4.840 -0.839
H32 3.032 -3.479 -1.879
H33 1.542 -4.382 -2.228
H34 3.079 -3.465 1.194
H35 2.214 -2.015 1.769
H36 3.328 -1.897 0.397
B2 -1.366 -0.045 -5.335
C27 -1.087 -0.262 -3.818
N9 -0.891 -0.432 -2.691
H37 -2.539 -0.302 -5.528
H38 -0.604 -0.783 -5.942
H39 -1.122 1.123 -5.579
C28 -3.421 -0.208 4.137
C29 -3.021 0.842 3.133
O1 -3.859 0.705 1.972
P3 -3.303 1.016 0.499
O2 -2.104 0.066 0.224
Te1 -5.256 1.093 -0.845
O3 -2.558 2.424 0.692
C30 -3.300 3.635 1.001
C31 -2.367 4.557 1.748
H40 -2.916 -0.034 5.096
H41 -3.169 -1.212 3.781
H42 -4.497 -0.163 4.299
H43 -1.972 0.760 2.852
H44 -3.175 1.840 3.545
H45 -4.185 3.397 1.589
H46 -3.642 4.081 0.068
H47 -1.987 4.069 2.651
H48 -2.899 5.468 2.037
H49 -1.511 4.830 1.123

***

no.,maximum force (eV/Å)
1,4.86
2,3.67
3,3.37
4,1.97
5,2.28